1.
Here is a single CH3N2O2P molecule from the OMol25 dataset. Energies are from ωB97M-V/def2-TZVPD.

Properties
* ΔE to the lowest compared entry with this formula, charge and spin: 3.529 eV
* orbital gap (spin up / spin down): 4.96 / 7.62 eV
* expectation value of S²: 2.009

The geometry in ORCA input format:
```
! RIJCOSX wB97M-V def2-TZVPD def2/J DEFGRID3
* xyz 0 3
C 1.274 -0.185 -0.479
N 2.153 -0.573 0.192
N -0.843 -0.054 0.962
O 0.452 0.335 -1.154
O -1.918 1.644 -0.871
P -1.374 0.357 -0.416
H -1.440 -0.914 -1.041
H 2.451 -1.070 0.990
H -0.755 0.461 1.818
*
```

Charges computed using Löwdin, reported in e: atom 1 (C): -0.4228, atom 2 (N): 0.2172, atom 3 (N): -0.0232, atom 4 (O): -0.0245, atom 5 (O): -0.3713, atom 6 (P): 0.4569, atom 7 (H): 0.0353, atom 8 (H): 0.0776, atom 9 (H): 0.0547


2.
Here is a 7-piece molecular cluster, C42H45N9O15P overall from the OMol25 dataset. Energies are from ωB97M-V/def2-TZVPD.

Properties
* orbital gap: 6.35 eV

The geometry in ORCA input format:
```
! RIJCOSX wB97M-V def2-TZVPD def2/J DEFGRID3
* xyz 1 1
C -2.797 2.995 -4.685
C -1.750 3.327 -5.695
N -1.895 4.339 -6.441
C -0.519 2.422 -5.749
P -0.722 1.008 -6.825
C 0.086 1.095 -8.432
C 0.287 2.477 -9.067
O 1.043 2.297 -10.243
C -1.067 3.134 -9.455
N -1.338 3.108 -10.877
O -2.280 0.722 -7.018
N -2.537 -0.794 -7.166
O -3.345 -0.971 -7.926
H -2.944 1.929 -4.553
H -2.509 3.414 -3.723
H -3.724 3.469 -4.976
H -1.089 4.478 -7.044
H 0.348 3.007 -6.032
H -0.343 2.002 -4.761
H -0.194 -0.118 -6.157
H 1.049 0.611 -8.281
H -0.519 0.506 -9.115
H 0.863 3.136 -8.418
H 1.851 1.823 -10.039
H -1.002 4.176 -9.169
H -1.861 2.669 -8.870
H -1.910 2.322 -11.138
H -1.811 3.952 -11.153
C 2.802 -4.381 -1.981
C 2.733 -3.070 -1.530
C 2.143 -2.097 -2.315
C 1.630 -2.468 -3.547
C 1.691 -3.769 -4.019
C 2.285 -4.729 -3.223
N 0.999 -1.456 -4.378
O 0.963 -0.305 -3.990
O 0.524 -1.801 -5.455
H 3.259 -5.137 -1.359
H 3.135 -2.809 -0.560
H 2.082 -1.075 -1.972
H 1.286 -4.028 -4.984
H 2.343 -5.751 -3.570
C -4.353 4.783 0.591
C -3.799 4.448 1.818
C -2.830 3.463 1.898
C -2.434 2.830 0.736
C -2.975 3.144 -0.496
C -3.943 4.129 -0.564
N -1.400 1.788 0.816
O -0.979 1.522 1.920
O -1.054 1.240 -0.213
H -5.108 5.555 0.534
H -4.122 4.953 2.717
H -2.399 3.191 2.850
H -2.647 2.630 -1.386
H -4.379 4.391 -1.519
C -4.128 -1.650 -0.127
C -3.570 -0.988 0.955
C -3.880 -1.373 2.243
C -4.752 -2.423 2.438
C -5.330 -3.096 1.379
C -5.011 -2.702 0.088
N -5.053 -2.837 3.820
O -4.525 -2.203 4.708
O -5.792 -3.782 3.978
H -3.877 -1.347 -1.135
H -2.887 -0.162 0.845
H -3.446 -0.860 3.088
H -6.012 -3.913 1.557
H -5.454 -3.220 -0.751
C 1.777 -0.764 5.147
C 0.934 0.100 4.464
C 1.365 1.376 4.140
C 2.638 1.762 4.506
C 3.495 0.918 5.185
C 3.056 -0.355 5.506
N 3.101 3.113 4.147
O 2.324 3.838 3.564
O 4.234 3.418 4.451
H 1.442 -1.762 5.396
H -0.060 -0.215 4.180
H 0.710 2.054 3.617
H 4.485 1.248 5.459
H 3.713 -1.030 6.037
C 0.533 -0.650 8.011
C 0.599 0.722 8.215
C -0.184 1.574 7.456
C -1.025 1.032 6.504
C -1.104 -0.330 6.281
C -0.314 -1.173 7.044
N -1.864 1.942 5.706
O -1.752 3.132 5.902
O -2.613 1.449 4.889
H 1.143 -1.313 8.610
H 1.259 1.129 8.967
H -0.141 2.642 7.604
H -1.766 -0.736 5.531
H -0.363 -2.241 6.884
C 7.583 -4.452 5.171
C 6.401 -4.971 5.682
C 5.203 -4.749 5.025
C 5.216 -4.009 3.859
C 6.379 -3.479 3.334
C 7.570 -3.705 4.001
N 3.947 -3.782 3.151
O 2.935 -4.226 3.643
O 3.979 -3.151 2.113
H 8.517 -4.631 5.685
H 6.412 -5.551 6.594
H 4.278 -5.147 5.412
H 6.356 -2.900 2.424
H 8.491 -3.299 3.606
*
```

Atom charges from the Löwdin analysis, given in e for atoms 1 to 99: atom 1 (C): -0.0366, atom 2 (C): -0.4633, atom 3 (N): 0.1747, atom 4 (C): -0.1910, atom 5 (P): 0.9801, atom 6 (C): -0.2076, atom 7 (C): -0.4101, atom 8 (O): -0.0175, atom 9 (C): -0.2273, atom 10 (N): 0.0334, atom 11 (O): -0.2945, atom 12 (N): 0.0548, atom 13 (O): 0.2000, atom 14 (H): 0.0773, atom 15 (H): 0.0810, atom 16 (H): 0.0898, atom 17 (H): 0.0419, atom 18 (H): 0.1073, atom 19 (H): 0.0933, atom 20 (H): 0.0396, atom 21 (H): 0.1073, atom 22 (H): 0.1156, atom 23 (H): 0.1324, atom 24 (H): 0.0977, atom 25 (H): 0.1071, atom 26 (H): 0.0956, atom 27 (H): 0.0757, atom 28 (H): 0.0786, atom 29 (C): -0.0423, atom 30 (C): -0.0387, atom 31 (C): 0.0153, atom 32 (C): -0.1534, atom 33 (C): 0.0016, atom 34 (C): -0.0518, atom 35 (N): -0.3281, atom 36 (O): 0.0665, atom 37 (O): 0.0101, atom 38 (H): 0.1156, atom 39 (H): 0.1045, atom 40 (H): 0.1244, atom 41 (H): 0.1192, atom 42 (H): 0.1138, atom 43 (C): -0.0592, atom 44 (C): -0.0437, atom 45 (C): 0.0163, atom 46 (C): -0.1477, atom 47 (C): -0.0156, atom 48 (C): -0.0674, atom 49 (N): -0.3563, atom 50 (O): 0.0750, atom 51 (O): 0.0605, atom 52 (H): 0.1109, atom 53 (H): 0.1164, atom 54 (H): 0.1043, atom 55 (H): 0.0981, atom 56 (H): 0.1039, atom 57 (C): -0.0663, atom 58 (C): -0.0540, atom 59 (C): 0.0065, atom 60 (C): -0.1415, atom 61 (C): 0.0002, atom 62 (C): -0.0655, atom 63 (N): -0.3541, atom 64 (O): 0.0752, atom 65 (O): 0.0899, atom 66 (H): 0.1026, atom 67 (H): 0.0781, atom 68 (H): 0.1122, atom 69 (H): 0.1205, atom 70 (H): 0.1059, atom 71 (C): -0.0784, atom 72 (C): -0.0702, atom 73 (C): 0.0055, atom 74 (C): -0.1415, atom 75 (C): -0.0017, atom 76 (C): -0.0576, atom 77 (N): -0.3558, atom 78 (O): 0.0786, atom 79 (O): 0.0788, atom 80 (H): 0.1050, atom 81 (H): 0.1042, atom 82 (H): 0.1028, atom 83 (H): 0.1187, atom 84 (H): 0.1091, atom 85 (C): -0.0667, atom 86 (C): -0.0482, atom 87 (C): 0.0103, atom 88 (C): -0.1618, atom 89 (C): -0.0404, atom 90 (C): -0.0908, atom 91 (N): -0.3400, atom 92 (O): 0.0853, atom 93 (O): 0.0659, atom 94 (H): 0.1142, atom 95 (H): 0.1123, atom 96 (H): 0.1237, atom 97 (H): 0.1190, atom 98 (H): 0.1185, atom 99 (C): -0.0638